DFT (ωB97M-V/def2-TZVPD) results for a molecular structure, C49H47AgBN7P2.

Geometry as ORCA input:
```
! wB97M-V def2-TZVPD RIJCOSX def2/J DEFGRID3
* xyz -2 1
Ag 0.0207 -0.2397 0.1410
C -0.3626 0.0483 4.8322
C 0.3015 -0.3256 3.6525
N -0.5558 -0.4558 2.6500
N -1.7694 -0.1662 3.1396
C -1.6856 0.1369 4.4510
B -3.0677 -0.0561 2.2919
N -3.1863 1.3416 1.6565
C -3.9135 2.3692 2.1478
C -3.6803 3.4720 1.3558
C -2.7743 3.0040 0.3873
N -2.4904 1.7247 0.5777
N -3.1656 -1.1736 1.2458
C -4.1565 -2.0872 1.1545
C -3.9041 -2.8818 0.0559
C -2.7045 -2.3681 -0.4693
N -2.2780 -1.3480 0.2528
H 0.0557 0.2266 5.8087
H 1.3518 -0.5046 3.4784
H -2.5701 0.3936 5.0094
H -3.9943 -0.1752 3.0655
H -4.5309 2.2364 3.0209
H -4.0866 4.4630 1.4690
H -2.3048 3.5442 -0.4205
H -4.9577 -2.0967 1.8739
H -4.4936 -3.7078 -0.3066
H -2.1139 -2.6913 -1.3111
C 0.7336 6.8840 1.4105
C 1.0580 6.0061 2.4363
C 1.1218 4.6447 2.1951
C 0.8765 4.0912 0.9265
C 0.5337 4.9993 -0.0906
C 0.4679 6.3632 0.1508
C 0.9387 2.6250 0.8019
C 0.7770 1.8129 -0.2604
C 0.6882 2.2895 -1.6285
C 1.8030 2.8148 -2.3082
C 1.7128 3.2319 -3.6268
C 0.5090 3.1467 -4.3166
C -0.5993 2.6100 -3.6640
C -0.5114 2.1697 -2.3556
H 0.6761 7.9512 1.5919
H 1.2560 6.3848 3.4334
H 1.3629 3.9677 3.0073
H 0.3047 4.6355 -1.0797
H 0.1967 7.0300 -0.6608
H 1.0678 2.1527 1.7755
H 2.7368 2.9173 -1.7665
H 2.5900 3.6395 -4.1194
H 0.4385 3.4739 -5.3475
H -1.5426 2.5181 -4.1919
H -1.3642 1.7147 -1.8637
C 3.9481 -1.8576 1.2401
P 3.7034 -0.1129 0.7113
C 3.5317 -0.3549 -1.0896
C 5.4303 0.4781 0.9119
C 5.9917 0.5010 2.1923
C 7.2706 0.9859 2.4114
C 8.0212 1.4848 1.3529
C 7.4739 1.4864 0.0788
C 6.1966 0.9847 -0.1387
H 4.1634 -1.8960 2.3096
H 4.7384 -2.3713 0.6871
H 2.9983 -2.3634 1.0659
H 4.3658 -0.9040 -1.5357
H 3.3857 0.6018 -1.5914
H 2.6055 -0.9316 -1.2032
H 5.4085 0.1377 3.0317
H 7.6823 0.9845 3.4143
H 9.0173 1.8752 1.5239
H 8.0448 1.8784 -0.7555
H 5.7888 0.9876 -1.1414
N 0.7464 -2.3515 -0.6557
P 1.1163 -3.8087 -0.4836
C 0.9957 -4.5059 1.2388
C 1.0826 -5.8487 1.6043
C 0.9001 -6.2337 2.9252
C 0.6103 -5.2782 3.8943
C 0.4967 -3.9428 3.5346
C 0.6868 -3.5622 2.2118
C 0.1325 -5.1226 -1.3540
C 0.5731 -5.8435 -2.4622
C -0.2643 -6.7504 -3.1012
C -1.5563 -6.9547 -2.6390
C -2.0068 -6.2452 -1.5320
C -1.1696 -5.3404 -0.8987
C 2.8219 -4.2773 -1.0256
C 3.7122 -5.1102 -0.3516
C 5.0056 -5.2942 -0.8237
C 5.4292 -4.6521 -1.9795
C 4.5529 -3.8128 -2.6549
C 3.2646 -3.6220 -2.1744
H 1.2719 -6.6035 0.8476
H 0.9679 -7.2809 3.1993
H 0.4562 -5.5794 4.9243
H 0.2416 -3.1907 4.2725
H 0.5611 -2.5308 1.8989
H 1.5806 -5.6976 -2.8322
H 0.0960 -7.2990 -3.9644
H -2.2101 -7.6613 -3.1370
H -3.0151 -6.3951 -1.1634
H -1.5256 -4.7820 -0.0404
H 3.4098 -5.5986 0.5659
H 5.6905 -5.9322 -0.2763
H 6.4413 -4.7900 -2.3417
H 4.8792 -3.2879 -3.5453
H 2.5859 -2.9284 -2.6585
*
```

## Properties
* energy relative to the best compared isomer or geometry (same formula, charge and spin): 0.00 kcal per mole
* molecular weight: 914.592 g mol⁻¹
* highest occupied orbital energy: -1.219 eV